1.
Here is a 2-piece molecular cluster, C8H14N2O2 overall at a distorted geometry from the OMol25 dataset. Energies are from ωB97M-V/def2-TZVPD.

XYZ file:
```
26
Properties=species:S:1:pos:R:3
C -2.142 0.064 0.516
C -0.707 -0.315 0.853
C -0.396 -0.886 2.240
C -0.438 -1.788 1.053
C 0.833 -2.492 0.640
O -1.601 -2.570 0.820
H -2.355 1.126 0.657
H -2.847 -0.462 1.157
H -2.362 -0.204 -0.518
H 0.068 0.294 0.368
H -1.209 -0.927 2.963
H 0.572 -0.632 2.663
H 0.742 -2.829 -0.396
H 1.712 -1.868 0.754
H 0.941 -3.388 1.252
H -1.746 -2.595 -0.124
N 2.652 1.184 -2.065
C 1.438 1.731 -1.629
C 0.247 1.834 -2.250
O -0.544 2.663 -1.451
C 0.241 3.009 -0.440
N 1.415 2.471 -0.463
H 2.559 0.236 -2.427
H 3.263 1.131 -1.269
H -0.190 1.481 -3.161
H -0.145 3.733 0.256
```

Computed properties:
Total energy   -15596.75832 eV
Net charge   0
Energy relative to the best compared isomer or geometry (same formula, charge and spin)   23.8 kcal/mol
SMILES   C[C@H]1C[C@@]1(C)O.Nc1cocn1

natural (NBO) atomic charge list, values in e, 5 entries: number 1, C, carries -0.6085; number 2, C, carries -0.2524; number 3, C, carries -0.4367; number 4, C, carries 0.2315; number 5, C, carries -0.6168

=====

2.
Here is one molecule with the formula C8H14N2O2 at a distorted geometry from the OMol25 dataset. Energies are from ωB97M-V/def2-TZVPD.

XYZ file:
```
26
Properties=species:S:1:pos:R:3
C -0.597 0.192 1.157
C -1.057 -0.386 2.665
C -0.364 -0.132 -1.195
C 1.017 0.290 -0.593
C -0.294 -1.508 -1.814
C 1.562 1.503 -1.312
C -2.559 -0.206 -0.184
C 1.810 0.343 1.851
N -1.184 -0.040 -0.006
N 0.797 0.630 0.764
O -1.845 0.311 3.234
O -0.394 -1.401 2.783
H -0.706 0.587 -1.947
H 1.840 -0.552 -0.712
H -0.211 -2.174 -0.884
H 0.590 -1.483 -2.349
H -1.123 -1.693 -2.463
H 2.206 1.259 -2.114
H 2.326 1.996 -0.759
H 0.739 2.292 -1.486
H -2.784 -1.282 -0.505
H -3.045 0.111 0.817
H -2.845 0.439 -1.110
H 1.398 -0.469 2.499
H 1.972 1.329 2.287
H 2.752 0.044 1.375
```

Computed properties:
Total energy   -15596.16823 eV
Net charge   0
Energy relative to the best compared isomer or geometry (same formula, charge and spin)   37.4 kcal/mol

natural (NBO) atomic charge list, values in e, 5 entries: number 1, C, carries 0.4552; number 2, C, carries 0.7997; number 3, C, carries -0.0367; number 4, C, carries -0.0516; number 5, C, carries -0.6126

=====

3.
Here is one molecule with the formula C8H14N2OS at a distorted geometry from the OMol25 dataset. Energies are from ωB97M-V/def2-TZVPD.

XYZ file:
```
26
Properties=species:S:1:pos:R:3
C -0.256 -0.482 0.295
C -2.826 -0.059 0.138
C 0.032 -1.719 -0.156
C -0.950 -2.859 -0.277
C 1.690 0.801 1.208
C -0.358 1.961 0.465
C 1.154 0.923 -1.207
C 0.582 0.764 0.199
N -5.045 0.053 -0.528
N -4.005 0.278 0.043
O 1.269 -1.944 -0.822
S -1.766 -0.511 1.387
H -1.102 -3.487 0.536
H -0.579 -3.497 -1.025
H -1.919 -2.655 -0.510
H 2.347 0.009 1.022
H 2.350 1.741 1.080
H 1.245 0.785 2.151
H -1.216 1.935 -0.178
H 0.055 2.932 0.307
H -0.673 2.003 1.408
H 1.641 1.781 -1.337
H 0.476 0.740 -1.960
H 1.902 0.196 -1.332
H -5.627 0.838 -0.755
H 1.169 -2.831 -1.216
```

Computed properties:
Total energy   -24381.10393 eV
Net charge   0
Energy relative to the best compared isomer or geometry (same formula, charge and spin)   115.1 kcal/mol

natural (NBO) atomic charge list, values in e, 5 entries: number 1, C, carries -0.1598; number 2, C, carries -0.0678; number 3, C, carries 0.3257; number 4, C, carries -0.6708; number 5, C, carries -0.5825

=====

4.
Here is an isolated ion of composition C8H14N2P and charge +1 at a distorted geometry from the OMol25 dataset. Energies are from ωB97M-V/def2-TZVPD.

XYZ file:
```
25
Properties=species:S:1:pos:R:3
C -2.919 -1.073 0.280
P -2.331 0.562 0.821
C -0.567 0.515 -0.049
C -0.542 0.951 -1.516
C 0.214 1.796 0.643
C 1.557 2.013 0.765
C 2.525 1.160 0.109
N 2.272 -0.047 -0.235
C 1.377 -0.947 0.151
C 1.996 -2.238 0.513
N 0.114 -0.807 0.108
H -4.028 -0.894 0.187
H -2.946 -1.932 0.860
H -2.679 -1.441 -0.738
H -2.883 1.256 -0.309
H -1.096 0.242 -2.246
H 0.446 1.179 -1.791
H -1.110 1.880 -1.703
H -0.506 2.643 0.734
H 1.814 2.907 1.287
H 3.373 1.567 -0.419
H 1.515 -2.373 1.617
H 3.161 -2.099 0.731
H 1.728 -3.210 -0.003
H -0.484 -1.611 0.205
```

Computed properties:
Total energy   -20782.54915 eV
Net charge   +1
Energy relative to the best compared isomer or geometry (same formula, charge and spin)   32.1 kcal/mol
SMILES   CP[C@@]1(C)C=CC=NC(C)=[NH+]1

natural (NBO) atomic charge list, values in e, 5 entries: number 1, C, carries -1.0124; number 2, P, carries 0.6287; number 3, C, carries -0.1436; number 4, C, carries -0.6551; number 5, C, carries -0.0485

=====

5.
Here is a 2-piece molecular cluster, C8H14N2Si overall at a distorted geometry from the OMol25 dataset. Energies are from ωB97M-V/def2-TZVPD.

XYZ file:
```
25
Properties=species:S:1:pos:R:3
C 3.320 -0.958 0.563
C 4.354 -0.317 0.086
C 2.105 -0.428 0.000
C 0.731 -0.831 0.167
C -0.889 0.397 -1.941
C -1.064 1.339 0.969
C -2.172 -1.483 0.729
C -3.519 0.968 -0.965
N 2.542 0.647 -0.723
N 3.834 0.708 -0.688
Si -1.813 0.095 -0.337
H 3.386 -1.691 1.304
H 5.379 -0.234 0.424
H 0.619 -1.708 0.735
H -0.536 -0.541 -2.456
H -1.027 0.833 1.892
H -0.102 1.568 0.629
H -1.623 2.166 1.149
H -1.350 -1.583 1.327
H -2.860 -1.456 1.538
H -2.344 -2.423 0.149
H -4.415 0.818 -0.355
H -3.270 1.958 -0.885
H -3.613 0.805 -1.987
H 4.325 1.353 -1.321
```

Computed properties:
Total energy   -19371.78069 eV
Net charge   0
Energy relative to the best compared isomer or geometry (same formula, charge and spin)   206.9 kcal/mol

natural (NBO) atomic charge list, values in e, 5 entries: number 1, C, carries -0.2351; number 2, C, carries -0.0936; number 3, C, carries -0.1342; number 4, C, carries -0.0347; number 5, C, carries -0.4497

=====

6.
Here is a 2-piece molecular cluster, C8H14N3 overall at a distorted geometry from the OMol25 dataset. Energies are from ωB97M-V/def2-TZVPD.

XYZ file:
```
25
Properties=species:S:1:pos:R:3
C 3.452 1.135 0.237
C 1.164 1.720 0.338
C 2.107 0.892 -0.016
C 1.582 -0.159 -0.902
C -0.025 -0.145 -0.839
C -0.273 1.136 -0.131
C -1.525 3.077 0.659
C -0.664 -3.637 0.160
N 4.559 1.348 0.398
N -1.401 1.802 -0.172
N -1.327 -2.358 0.249
H 1.418 2.512 1.040
H 1.918 0.115 -1.889
H 1.997 -1.121 -0.616
H -0.429 -0.465 -1.790
H -0.263 -1.028 -0.178
H -2.555 3.124 0.899
H -1.001 3.125 1.516
H -1.247 3.991 0.134
H -0.250 -3.935 -0.875
H 0.234 -3.602 0.879
H -1.207 -4.360 0.569
H -2.377 1.313 -0.409
H -2.057 -2.188 -0.455
H -1.827 -2.295 1.195
```

Computed properties:
Total energy   -12983.72057 eV
Net charge   +1
Energy relative to the best compared isomer or geometry (same formula, charge and spin)   96.6 kcal/mol

natural (NBO) atomic charge list, values in e, 5 entries: number 1, C, carries 0.2108; number 2, C, carries -0.2172; number 3, C, carries -0.0249; number 4, C, carries -0.3963; number 5, C, carries -0.5723

=====

7.
Here is one molecule with the formula C8H14N4 at a distorted geometry from the OMol25 dataset. Energies are from ωB97M-V/def2-TZVPD.

XYZ file:
```
26
Properties=species:S:1:pos:R:3
C -0.108 1.694 -1.076
C -0.835 -0.799 0.156
C -1.603 -1.844 0.339
C -1.412 1.903 -0.414
C 0.411 -0.574 -0.662
C 0.364 -1.522 -1.941
C 1.927 0.141 1.291
C 1.661 -0.888 0.212
N -1.113 0.166 1.160
N 0.639 0.677 -1.208
N -1.178 2.318 1.914
N -1.209 1.403 1.066
H 0.225 2.559 -1.576
H -2.469 -1.572 1.025
H -1.558 -2.845 -0.034
H -1.730 2.921 -0.353
H -2.206 1.300 -0.914
H 1.280 -1.512 -2.433
H -0.347 -1.144 -2.716
H 0.194 -2.593 -1.666
H 2.266 1.048 0.788
H 2.878 -0.260 1.643
H 1.323 0.223 2.243
H 1.517 -1.792 0.726
H 2.481 -0.969 -0.424
H -1.396 1.960 2.854
```

Computed properties:
Total energy   -14478.30275 eV
Net charge   0
Energy relative to the best compared isomer or geometry (same formula, charge and spin)   153.9 kcal/mol

natural (NBO) atomic charge list, values in e, 5 entries: number 1, C, carries 0.1025; number 2, C, carries 0.1026; number 3, C, carries -0.4123; number 4, C, carries -0.3341; number 5, C, carries 0.0316

=====

8.
Here is one molecule with the formula C8H14N4 at a distorted geometry from the OMol25 dataset. Energies are from ωB97M-V/def2-TZVPD.

XYZ file:
```
26
Properties=species:S:1:pos:R:3
C 1.163 1.989 0.564
C 2.153 -0.329 -0.004
C 0.766 2.131 -0.715
C 2.061 0.162 -1.492
C 2.068 0.900 0.912
C 1.387 1.269 -1.729
C -3.580 -0.470 0.662
C -2.520 -0.875 -0.426
N 0.956 -2.215 0.835
N 0.899 -1.117 0.176
N -1.287 -1.060 0.277
N -0.157 -0.485 -0.120
H 0.759 2.637 1.334
H 3.055 -0.936 0.323
H -0.054 2.856 -1.077
H 2.626 -0.440 -2.314
H 3.015 1.400 1.135
H 1.779 0.424 1.817
H 1.214 1.656 -2.797
H -4.122 -1.373 0.983
H -3.289 -0.009 1.700
H -4.308 0.166 0.257
H -2.841 -1.748 -0.900
H -2.329 -0.158 -1.251
H 1.907 -2.442 1.062
H -1.320 -1.933 0.787
```

Computed properties:
Total energy   -14477.96222 eV
Net charge   0
Energy relative to the best compared isomer or geometry (same formula, charge and spin)   161.8 kcal/mol

natural (NBO) atomic charge list, values in e, 5 entries: number 1, C, carries -0.1504; number 2, C, carries -0.0827; number 3, C, carries -0.2303; number 4, C, carries -0.2110; number 5, C, carries -0.4678

=====

9.
Here is one molecule with the formula C8H14N4O5 at a distorted geometry from the OMol25 dataset. Energies are from ωB97M-V/def2-TZVPD.

XYZ file:
```
31
Properties=species:S:1:pos:R:3
N 1.955 2.611 -0.655
C 2.887 1.619 -1.050
O 4.060 1.735 -0.818
C 2.319 0.259 -1.470
C 0.834 0.066 -1.379
N 0.386 0.160 0.002
C -0.677 0.955 0.410
O -1.052 1.910 -0.300
C -1.408 0.724 1.717
N -1.963 1.971 2.234
C -2.453 -0.436 1.657
C -1.783 -1.825 1.873
N -2.664 -2.806 2.190
O -0.560 -1.930 1.744
C 0.436 -1.298 -2.055
O 1.025 -1.851 -2.940
O -0.678 -1.790 -1.542
H 2.401 3.497 -0.435
H 0.961 2.439 -0.743
H 2.995 -0.459 -0.942
H 2.609 0.101 -2.547
H 0.356 0.778 -2.034
H 0.490 -0.662 0.557
H -0.614 0.418 2.370
H -2.115 2.633 1.366
H -1.222 2.451 2.931
H -2.957 -0.485 0.666
H -3.275 -0.269 2.402
H -3.614 -2.622 2.375
H -2.388 -3.778 2.333
H -0.914 -2.563 -2.076
```

Computed properties:
Total energy   -24722.61480 eV
Net charge   0
Energy relative to the best compared isomer or geometry (same formula, charge and spin)   29.0 kcal/mol
SMILES   NC(=O)C[C@H](NC(=O)[C@@H](N)CC(N)=O)C(=O)O

natural (NBO) atomic charge list, values in e, 5 entries: number 1, N, carries -0.8669; number 2, C, carries 0.6889; number 3, O, carries -0.6073; number 4, C, carries -0.5236; number 5, C, carries -0.1657

=====

10.
Here is an isolated ion of composition C8H14N5 and charge +1 at a distorted geometry from the OMol25 dataset. Energies are from ωB97M-V/def2-TZVPD.

XYZ file:
```
27
Properties=species:S:1:pos:R:3
N -3.070 -1.842 -0.345
C -2.534 -0.628 -0.120
N -3.542 0.333 0.122
N -1.253 -0.416 -0.118
N -0.891 0.887 0.172
N -0.428 1.621 -1.000
C 0.282 0.831 1.193
C 1.467 0.238 0.574
C 1.665 -1.165 0.562
C 2.783 -1.721 -0.087
C 3.785 -0.907 -0.608
C 3.751 0.449 -0.343
C 2.600 1.001 0.183
H -2.416 -2.539 -0.033
H -3.990 -1.984 -0.040
H -3.275 1.168 -0.388
H -4.359 -0.034 -0.293
H -1.754 1.465 0.696
H -1.143 2.143 -1.496
H 0.038 1.132 -1.738
H -0.256 0.152 1.862
H 0.550 1.926 1.359
H 1.021 -1.787 0.970
H 3.026 -2.685 -0.264
H 4.731 -1.186 -1.024
H 4.577 1.023 -0.586
H 2.448 2.121 0.343
```

Computed properties:
Total energy   -15964.26285 eV
Net charge   +1
Energy relative to the best compared isomer or geometry (same formula, charge and spin)   64.9 kcal/mol
SMILES   NC(N)=N[N@H+](N)Cc1ccccc1

natural (NBO) atomic charge list, values in e, 5 entries: number 1, N, carries -0.7596; number 2, C, carries 0.6014; number 3, N, carries -0.8074; number 4, N, carries -0.4292; number 5, N, carries -0.0914